1.
The following is a quantum chemistry calculation of C36H35AuFN3O2S3Se as an isolated structure in a non-equilibrium geometry, from the OMol25 dataset.

Output
Net charge: 0
HOMO (alpha / beta) (eV): -6.3 / -6.3
Spin multiplicity: 1
Energy relative to the best compared isomer or geometry (same formula, charge and spin) (kJ/mol): 149.0
Max |F| (eV Å⁻¹): 1.4
Molecular weight (g mol⁻¹): 932.8

The geometry in XYZ format:
```
82
Properties=species:S:1:pos:R:3:mulliken_charge:R:1
Au -0.1803 -1.2170 -0.0359 0.7813
C 1.3592 -0.0020 -3.0112 -1.3111
C 2.8252 0.1397 -2.6003 0.5291
C 3.5821 -1.1468 -2.9531 -1.6035
C 3.0790 0.6509 -1.1704 1.2779
C 3.8616 1.8055 -1.1227 -1.1199
C 4.2333 2.4052 0.0638 -1.4952
C 3.7667 1.8805 1.2528 -0.9479
C 2.9534 0.7502 1.2919 1.3410
C 2.5543 0.2886 2.7013 0.4177
C 3.1987 -1.0412 3.1162 -1.5809
C 1.0463 0.2525 2.9734 -1.0656
C 2.6317 0.0888 0.0660 -0.3412
N 1.9505 -1.1596 0.1366 0.1971
C 2.7487 -2.2793 0.0677 -0.6632
C 4.1633 -2.1935 0.0214 0.1282
C 4.9763 -3.3110 -0.0234 -0.9519
C 4.4347 -4.5881 -0.0269 -0.6354
C 3.0558 -4.7208 0.0512 -0.5890
C 2.2559 -3.6023 0.1142 0.3952
F 0.9262 -3.8163 0.2382 -0.2482
H 1.2815 -0.0386 -4.1024 0.5031
H 0.7584 0.8377 -2.6543 0.1120
H 0.9302 -0.9218 -2.6222 0.1097
H 3.2432 0.9235 -3.2349 0.5639
H 3.0980 -2.0241 -2.5282 0.2319
H 4.6124 -1.1157 -2.5935 0.3164
H 3.6039 -1.2708 -4.0404 0.5251
H 4.2061 2.2366 -2.0581 0.3187
H 4.8631 3.2885 0.0590 0.3897
H 4.0523 2.3510 2.1894 0.3316
H 2.9636 1.0545 3.3643 0.4968
H 2.6759 -1.8883 2.6770 0.2480
H 3.1583 -1.1484 4.2039 0.5314
H 4.2453 -1.0869 2.8087 0.3175
H 0.5643 -0.5554 2.4269 0.0267
H 0.5693 1.1909 2.6835 0.0884
H 0.8670 0.0882 4.0396 0.4906
H 4.6151 -1.2093 0.0272 0.5316
H 6.0527 -3.1786 -0.0545 0.4196
H 5.0697 -5.4643 -0.0779 0.3689
H 2.5808 -5.6945 0.0719 0.4554
O -4.5768 -3.1051 3.0555 -0.6526
S -4.7942 -2.4840 1.7858 1.0539
O -5.7228 -1.3659 1.7621 -0.6739
N -3.3971 -1.9645 1.0755 -0.3995
C -3.2301 -2.5389 -0.0943 0.9320
S -1.9660 -2.2417 -1.1942 -0.5236
C -4.2619 -3.5702 -0.4426 0.1839
C -4.2921 -4.4252 -1.5308 -0.6585
C -5.3070 -5.3732 -1.5949 -0.6155
C -6.2644 -5.4692 -0.5897 -0.4304
C -6.2386 -4.6096 0.5003 -0.6375
C -5.2300 -3.6705 0.5419 0.0934
H -3.5304 -4.3625 -2.2979 0.4181
H -5.3435 -6.0563 -2.4342 0.3906
H -7.0297 -6.2326 -0.6495 0.3868
H -6.9753 -4.6785 1.2912 0.4452
Se -0.0838 2.4639 0.1632 0.2707
C 0.6477 4.1964 0.0283 0.1230
C 0.9092 4.7791 -1.2156 -0.2712
C 1.4802 6.0391 -1.2809 -0.6141
C 1.8010 6.7209 -0.1106 -0.3838
C 1.5476 6.1405 1.1287 -0.6452
C 0.9623 4.8881 1.2030 -0.2141
H 0.6721 4.2321 -2.1203 0.4251
H 1.6829 6.4910 -2.2441 0.3943
H 2.2441 7.7073 -0.1640 0.4001
H 1.8036 6.6697 2.0390 0.4002
H 0.7619 4.4272 2.1624 0.4215
S -2.3568 1.2647 -0.7507 -0.2117
C -3.7964 2.0821 -0.3433 0.6576
N -4.7869 1.4108 0.2770 0.2407
C -5.9822 1.9523 0.5911 -0.1284
C -6.2480 3.2563 0.3029 -0.7447
C -5.2452 4.0118 -0.3247 -0.1564
C -4.0391 3.4390 -0.6376 -0.7688
H -4.6783 0.4109 0.4600 -0.0584
H -6.6798 1.2794 1.0690 0.4400
H -7.2080 3.6863 0.5468 0.3998
H -5.4312 5.0491 -0.5741 0.4091
H -3.2506 3.9916 -1.1255 0.4107
```


2.
The following is a quantum chemistry calculation of a 3-piece molecular cluster, C36H35BNO9P overall in a non-equilibrium geometry, from the OMol25 dataset.

Output
SMILES string: O=C1c2ccccc2C(=O)c2ccccc21.O=C1c2ccccc2C(=O)c2ccccc21.CCOCCN(C(=O)OB(O)CC)P(C)O
Net charge: 0
HOMO (eV): -8.4
Spin multiplicity: 1
Max |F| (eV Å⁻¹): 9.0
Molecular weight (g mol⁻¹): 667.5

The geometry in XYZ format:
```
83
Properties=species:S:1:pos:R:3:mulliken_charge:R:1
C -0.2764 1.9753 -3.6433 -0.9256
C -0.4323 0.9104 -2.4068 -0.0317
O -1.7947 0.4040 -2.1838 -0.3247
C -2.7117 1.4460 -1.6982 -0.5774
C -2.3312 2.0876 -0.2387 -0.5996
N -1.4860 1.2055 0.6526 0.4310
C -2.2301 -0.0332 1.1241 0.1902
O -3.3455 0.1678 1.8737 -0.5074
O -1.7582 -1.4304 0.8457 -0.3699
B -2.7049 -2.1320 -0.0438 0.3910
O -3.8490 -1.4882 -0.7480 -0.5237
C -2.4712 -3.7484 -0.3405 -0.4718
C -1.1898 -3.8332 -1.4111 -0.6502
P -0.8621 2.1629 2.0630 0.4945
C 0.5206 1.2119 2.9891 -1.0808
O -0.0504 3.6284 1.4720 -0.5970
H -0.9373 2.9338 -3.4355 0.2736
H 0.8692 2.3098 -3.6536 0.3233
H -0.5231 1.4506 -4.6723 0.2455
H 0.0806 1.3873 -1.4693 0.0607
H 0.2279 -0.0391 -2.7038 0.2766
H -2.8174 2.3114 -2.5001 0.3088
H -3.8067 0.9854 -1.5811 0.2369
H -3.2900 2.4112 0.3913 0.3977
H -1.7466 3.1034 -0.4487 0.3295
H -3.6933 -1.5950 -1.7523 0.3343
H -2.2631 -4.3212 0.6584 0.2751
H -3.4031 -4.2376 -0.8643 0.2072
H -0.7013 -4.9116 -1.4217 0.2319
H -1.6111 -3.6491 -2.4934 0.2432
H -0.4395 -2.9832 -1.1030 0.2106
H 0.1378 0.3143 3.6496 0.3506
H 1.4156 0.8799 2.2776 0.3162
H 1.0144 1.9794 3.7568 0.3822
H 0.4477 3.2850 0.6614 0.3157
C 4.3289 -7.4009 -1.5180 -0.5382
C 5.1763 -8.3466 -2.0947 -0.4387
C 4.8987 -8.8493 -3.3669 -0.5913
C 3.7629 -8.4137 -4.0603 0.3491
C 2.9025 -7.4866 -3.4734 0.1914
C 3.1924 -6.9701 -2.2038 -0.5142
C 1.6753 -7.0573 -4.1747 0.5389
O 0.9209 -6.2403 -3.6614 -0.6640
C 1.3662 -7.6332 -5.4987 0.1808
C 0.1770 -7.2789 -6.1491 -0.5414
C -0.1166 -7.8086 -7.4075 -0.4970
C 0.7782 -8.6839 -8.0224 -0.4467
C 1.9609 -9.0429 -7.3743 -0.5859
C 2.2506 -8.5238 -6.1055 0.2623
C 3.4869 -8.9375 -5.4128 0.5530
O 4.2716 -9.7103 -5.9506 -0.6842
H 4.5502 -7.0023 -0.5303 0.3974
H 6.0552 -8.6918 -1.5548 0.3871
H 5.5675 -9.5835 -3.8130 0.4501
H 2.5326 -6.2357 -1.7451 0.4985
H -0.5255 -6.5937 -5.6773 0.4570
H -1.0431 -7.5362 -7.9085 0.3933
H 0.5531 -9.0910 -9.0058 0.3911
H 2.6524 -9.7305 -7.8585 0.4492
C 0.0408 11.0821 7.3889 -0.4416
C -0.6727 11.5457 6.2839 -0.4641
C -1.1353 10.6449 5.3233 -0.5217
C -0.8729 9.2765 5.4616 0.2003
C -0.1383 8.8159 6.5536 0.1467
C 0.3098 9.7195 7.5258 -0.5483
C 0.1869 7.3808 6.6839 0.6861
O 0.8291 6.9749 7.6447 -0.6841
C -0.2651 6.4441 5.6359 0.2353
C 0.0856 5.0901 5.7170 -1.1467
C -0.3490 4.1950 4.7371 -0.3648
C -1.1407 4.6462 3.6815 0.5897
C -1.4870 5.9955 3.5951 -1.0742
C -1.0398 6.8978 4.5694 0.2554
C -1.3815 8.3290 4.4499 0.5230
O -2.0734 8.7271 3.5199 -0.6806
H 0.3934 11.7831 8.1423 0.3872
H -0.8714 12.6091 6.1707 0.3864
H -1.6962 11.0134 4.4660 0.4466
H 0.8721 9.3656 8.3881 0.4496
H 0.7008 4.7291 6.5397 0.4402
H -0.0711 3.1451 4.7993 0.5358
H -1.4855 3.9479 2.9219 0.0403
H -2.1013 6.3413 2.7654 0.4397
```


3.
The following is a quantum chemistry calculation of C36H35BiBrFN10O3 as an isolated structure, from the OMol25 dataset.

Output
Net charge: +2
HOMO (eV): -11.7
Spin multiplicity: 1
Max |F| (eV Å⁻¹): 0.6
Molecular weight (g mol⁻¹): 963.6

The geometry in XYZ format:
```
87
Properties=species:S:1:pos:R:3:mulliken_charge:R:1
Bi -0.3595 2.1268 1.9760 1.5479
C -4.1698 -4.6603 -0.4756 -1.0157
C -4.0891 -3.4157 -1.3464 -1.0369
N -3.0154 -2.5056 -0.9226 0.1942
C -3.3261 -1.5276 -0.0329 -0.3215
C -2.4401 -0.6406 0.4759 -0.0682
C -2.9321 0.4969 1.3314 -0.2208
O -3.8444 0.3428 2.1115 -0.6239
O -2.3509 1.6373 1.0424 -0.6904
C -1.0518 -0.7593 0.1431 1.5446
O -0.1397 -0.1236 0.7002 -0.5372
C -0.7426 -1.7318 -0.9005 0.5281
C 0.5503 -1.7968 -1.4211 -0.7488
C 0.8658 -2.6979 -2.3896 0.2953
F 2.1210 -2.6760 -2.8945 -0.3519
C -0.0681 -3.6315 -2.8778 -1.1268
C -1.3484 -3.5677 -2.3503 -0.4985
C -1.7180 -2.6026 -1.4000 -0.2034
N 0.2675 -4.6246 -3.8229 0.2428
C -0.7000 -5.0514 -4.8222 -0.7207
C -0.7080 -6.5784 -4.8655 -0.7469
N 0.6955 -7.0572 -4.5686 -0.1330
C 1.7100 -6.0969 -5.1227 -0.7936
C 1.6406 -4.8042 -4.3011 -0.7364
H -5.0016 -5.2890 -0.7948 0.3923
H -4.3310 -4.3879 0.5683 0.3364
H -3.2485 -5.2446 -0.5336 0.3009
H -5.0186 -2.8524 -1.3061 0.4833
H -3.9374 -3.6754 -2.3912 0.4600
H -4.3644 -1.4761 0.2743 0.5234
H 1.3055 -1.1096 -1.0567 0.7034
H -2.0745 -4.3119 -2.6404 0.7040
H -0.4431 -4.6408 -5.8042 0.3161
H -1.6995 -4.6992 -4.5963 0.4861
H -0.9956 -6.9604 -5.8425 0.3830
H -1.3577 -7.0050 -4.1062 0.4302
H 0.8386 -7.9992 -4.9301 0.3501
H 0.8149 -7.0960 -3.5559 0.3767
H 1.4623 -5.9535 -6.1708 0.3518
H 2.6969 -6.5469 -5.0597 0.4010
H 1.9956 -3.9809 -4.9250 0.4067
H 2.3094 -4.8864 -3.4490 0.5268
N 1.3265 6.4089 2.4449 -0.0936
C 2.5417 5.8901 2.8324 -0.9063
C 2.3834 4.5389 2.8401 -0.6336
N 1.0989 4.2308 2.4625 0.6203
C 0.4892 5.3720 2.2369 0.0078
C -0.8984 5.3715 1.8060 0.0559
N -1.5455 4.2301 1.6731 0.3211
C -2.8176 4.5297 1.2364 -0.5485
C -2.9248 5.8767 1.1026 -0.7216
N -1.6979 6.3958 1.4642 -0.0787
H 1.1183 7.3893 2.3608 0.1788
H 3.3846 6.5151 3.0701 0.4244
H 3.0977 3.7742 3.0987 0.4953
H -3.5394 3.7496 1.0652 0.4930
H -3.7450 6.5027 0.7968 0.4143
H -1.4733 7.3763 1.4893 0.1756
Br 2.4495 0.9852 2.1545 -0.1624
C 2.9212 1.7436 0.4661 0.8981
C 4.2317 1.6277 0.1138 -0.7524
C 4.6682 2.1149 -1.1348 -0.7801
C 3.7650 2.6619 -1.9934 -0.8931
C 2.3965 2.7749 -1.6429 1.0712
C 1.4747 3.3082 -2.5804 -0.8286
C 0.1565 3.4240 -2.2711 -1.1185
C -0.2943 3.0562 -0.9829 -0.1532
C 0.5540 2.5530 -0.0339 0.3440
C 1.9329 2.3494 -0.3624 -0.1239
H 4.9323 1.1516 0.7868 0.4838
H 5.7140 2.0347 -1.4016 0.4363
H 4.0777 3.0254 -2.9654 0.4145
H 1.8457 3.6107 -3.5533 0.4066
H -0.5468 3.8093 -2.9988 0.4552
H -1.3470 3.1754 -0.7500 0.4841
N 1.9757 0.1664 7.8996 -0.4054
C 1.2708 1.0362 7.1310 0.4421
C 1.5200 1.1768 5.7495 -0.2216
N 0.8352 2.0218 5.0063 0.0362
C -0.1144 2.7464 5.6105 -0.0812
C -0.3654 2.5958 6.9598 -0.5098
N 0.3181 1.7481 7.7231 -0.5892
H 2.7658 -0.3313 7.5370 0.1878
H 1.7901 0.1379 8.8859 0.2433
H 2.2927 0.5841 5.2668 0.1975
H -0.6747 3.4501 5.0030 0.2407
H -1.1420 3.1716 7.4512 0.3634
```


4.
The following is a quantum chemistry calculation of C36H35BrN3O3PdS as an isolated structure, from the OMol25 dataset.

Output
Net charge: +1
HOMO (eV): -10.8
Spin multiplicity: 1
Energy relative to the best compared isomer or geometry (same formula, charge and spin) (kJ/mol): 0.5
Max |F| (eV Å⁻¹): 0.1
Molecular weight (g mol⁻¹): 776.1

The geometry in XYZ format:
```
80
Properties=species:S:1:pos:R:3:mulliken_charge:R:1
Pd 1.9360 -0.9193 0.3205 0.9293
O -0.1354 -3.1852 4.4028 -0.5819
C 1.1727 -3.5226 4.6718 0.8403
C 1.5352 -4.2482 5.7938 -0.8265
C 2.8702 -4.5681 5.9949 -0.4644
C 3.8319 -4.1695 5.0794 -0.9700
C 3.4550 -3.4427 3.9588 -0.2090
C 2.1265 -3.1098 3.7476 -0.3735
C 1.6935 -2.2908 2.5575 1.6511
O 2.7602 -1.8750 1.7885 -1.0677
N 0.8243 -3.1181 1.6926 -0.4393
N 0.6736 -2.5663 0.4439 -0.1953
C -0.1482 -3.0942 -0.3758 -0.4756
C -0.2575 -2.6880 -1.7828 -0.1726
Br 1.3996 -2.4974 -2.6822 -0.0200
C -1.4625 -2.5391 -2.3413 -0.4227
C -1.9052 -2.0997 -3.6691 0.7770
C -3.1937 -1.5614 -3.7471 -0.3771
C -3.7058 -1.1077 -4.9498 -0.7317
C -2.9415 -1.2021 -6.1039 -0.4433
C -1.6688 -1.7532 -6.0449 -0.8312
C -1.1494 -2.1998 -4.8396 -0.3110
H -0.6983 -3.4778 5.1274 0.3254
H 0.7793 -4.5645 6.5040 0.3174
H 3.1543 -5.1350 6.8714 0.4007
H 4.8708 -4.4246 5.2360 0.4135
H 4.1881 -3.1224 3.2314 0.4481
H 1.1120 -1.4259 2.9268 -0.1316
H -0.0456 -3.4106 2.1269 0.3563
H -0.7790 -3.9148 -0.0373 0.4549
H -2.2848 -2.7173 -1.6500 0.4528
H -3.8011 -1.5053 -2.8506 0.3809
H -4.7043 -0.6928 -4.9879 0.4203
H -3.3426 -0.8646 -7.0510 0.5044
H -1.0796 -1.8511 -6.9472 0.4202
H -0.1719 -2.6534 -4.8227 0.4028
O 1.1529 0.4984 -1.0346 -0.5597
S -0.0957 0.5604 -1.9178 0.5138
C -1.5409 0.5769 -0.8114 -0.7477
C -1.3735 1.3502 0.4575 -0.4417
C -1.8048 2.6692 0.5546 -0.1128
C -1.6648 3.3673 1.7460 -0.9814
C -1.0904 2.7522 2.8482 -0.5419
C -0.6615 1.4351 2.7612 -0.6991
C -0.8062 0.7391 1.5729 0.0024
C -0.0517 2.2847 -2.4350 -0.9587
C -1.2371 2.6560 -3.2840 0.0025
C -1.5946 1.8947 -4.3947 0.0020
C -2.6759 2.2724 -5.1767 -0.7188
C -3.4087 3.4069 -4.8591 -0.5878
C -3.0571 4.1682 -3.7543 -0.7913
C -1.9771 3.7920 -2.9700 -0.2291
H -1.7235 -0.4805 -0.6179 0.6214
H -2.3521 0.9504 -1.4421 0.6820
H -2.2879 3.1376 -0.2943 0.6583
H -2.0195 4.3873 1.8169 0.4517
H -0.9842 3.2956 3.7777 0.4521
H -0.2208 0.9477 3.6215 0.4790
H -0.4999 -0.2994 1.5161 0.4287
H 0.8892 2.3522 -2.9852 0.5936
H 0.0270 2.8911 -1.5313 0.3462
H -1.0306 1.0052 -4.6568 0.4472
H -2.9410 1.6787 -6.0407 0.5095
H -4.2483 3.7007 -5.4748 0.4085
H -3.6185 5.0590 -3.5060 0.4096
H -1.6908 4.4002 -2.1201 0.5111
N 3.3624 0.5271 0.6120 -0.6979
C 2.9864 1.5091 1.6050 0.9286
C 2.4844 2.7360 1.2027 -0.2695
C 2.1567 3.6806 2.1631 -0.6627
C 2.3226 3.3950 3.5107 -0.5290
C 2.8058 2.1537 3.9000 -0.8158
C 3.1389 1.2012 2.9485 -0.1514
H 4.1748 0.0031 0.9269 0.4048
H 3.5782 0.9729 -0.2744 0.3241
H 2.3629 2.9519 0.1480 0.1850
H 1.7756 4.6453 1.8553 0.4146
H 2.0772 4.1393 4.2565 0.4686
H 2.9372 1.9260 4.9496 0.4196
H 3.5164 0.2276 3.2379 0.3806
```


5.
The following is a quantum chemistry calculation of C36H35ClFeN3O2SSi as an isolated structure in a non-equilibrium geometry, from the OMol25 dataset.

Output
Net charge: -1
HOMO (alpha / beta) (eV): -1.7 / -4.3
Spin multiplicity: 5
Energy relative to the best compared isomer or geometry (same formula, charge and spin) (kJ/mol): 210.2
Max |F| (eV Å⁻¹): 1.7
Molecular weight (g mol⁻¹): 693.1
⟨S²⟩: 6.11

The geometry in XYZ format:
```
80
Properties=species:S:1:pos:R:3:lowdin_spin:R:1
Fe -0.8494 0.6485 -1.0900 2.0830
N -2.9736 -0.2616 -1.2853 0.0194
C -3.4575 -1.6264 -1.5270 0.0034
C -3.2446 -2.1009 -2.9582 0.0003
C -1.8617 -1.8552 -3.5747 0.0016
C -0.6459 -2.2578 -2.7264 0.0033
N 0.1122 -1.0748 -2.2705 0.0193
H -3.2533 0.0553 -0.3617 0.0005
H -3.3742 0.4105 -1.9325 0.0005
H -4.5195 -1.7234 -1.2839 0.0011
H -2.9233 -2.2875 -0.8421 -0.0001
H -3.9860 -1.6209 -3.6067 0.0000
H -3.4773 -3.1718 -2.9725 0.0001
H -1.7591 -0.7958 -3.8150 0.0007
H -1.8256 -2.3840 -4.5300 0.0001
H 0.0011 -2.9161 -3.3116 0.0010
H -0.9521 -2.8251 -1.8441 0.0001
H 0.4445 -0.5442 -3.0716 0.0018
H 0.9460 -1.3659 -1.7696 0.0001
Cl -0.6914 4.7745 5.0185 -0.0063
C -0.9028 3.4711 3.8544 0.0189
C -0.9034 2.1509 4.3165 0.1755
C -1.0182 1.1336 3.3610 0.0038
C -1.1435 1.4192 2.0253 0.1053
O -1.1343 0.3518 1.0954 0.0193
C -1.2801 2.7611 1.5535 0.0855
C -1.6781 3.1453 0.2609 0.2347
O -2.0292 2.3560 -0.6777 0.2166
C -1.0811 3.7774 2.5365 0.1098
H -0.8025 1.9238 5.3681 0.0146
H -0.9904 0.1053 3.6902 -0.0037
H -1.7118 4.2237 0.0652 0.0119
H -1.1036 4.8126 2.2177 0.0036
S 3.1646 2.0499 -2.4527 0.1103
C 3.3765 2.1963 -0.7195 0.0215
C 4.5371 2.5076 -0.0338 0.0050
C 4.5022 2.6608 1.3531 0.0416
C 3.2831 2.5235 2.0147 -0.0006
C 2.1182 2.1944 1.3301 0.0376
C 2.1454 1.9817 -0.0556 0.0089
N 1.0783 1.6535 -0.8557 0.1525
C 1.4435 1.7823 -2.1984 0.2779
C 0.5003 1.8335 -3.2715 0.0260
C 0.8113 2.2806 -4.5735 0.0967
C -0.2027 2.4066 -5.5176 0.0002
C -1.5143 2.0960 -5.1828 0.1095
C -1.8048 1.5969 -3.8987 -0.0031
C -0.8406 1.4036 -2.9254 -0.0222
H 5.4654 2.6500 -0.5770 -0.0011
H 5.4022 2.9152 1.8990 0.0038
H 3.2310 2.6849 3.0859 -0.0009
H 1.1839 2.1143 1.8756 0.0015
H 1.8247 2.5700 -4.8349 0.0096
H 0.0321 2.7714 -6.5116 -0.0035
H -2.3059 2.2222 -5.9128 0.0087
H -2.8481 1.3436 -3.6957 -0.0038
C -1.3136 -3.5362 5.0000 0.0000
C -2.1540 -3.5774 3.9008 -0.0001
C -1.8396 -2.8369 2.7594 -0.0002
C -0.6943 -2.0423 2.6913 -0.0009
C 0.1438 -2.0310 3.8122 -0.0002
C -0.1591 -2.7609 4.9544 -0.0001
Si -0.3515 -1.1459 1.0464 -0.0053
C 1.4487 -1.5778 0.7607 0.0018
C 1.6801 -2.6942 -0.0446 0.0013
C 2.9660 -3.1937 -0.2362 0.0004
C 4.0426 -2.5782 0.3822 0.0012
C 3.8275 -1.4909 1.2175 0.0001
C 2.5401 -1.0059 1.4159 0.0021
H -1.5508 -4.1074 5.8896 0.0000
H -3.0532 -4.1817 3.9249 0.0000
H -2.5103 -2.8826 1.9055 -0.0001
H 1.0551 -1.4400 3.8043 -0.0001
H 0.5065 -2.7269 5.8084 0.0000
H -1.1791 -1.9724 0.1470 -0.0030
H 0.8485 -3.2072 -0.5191 0.0000
H 3.1175 -4.0543 -0.8755 0.0000
H 5.0478 -2.9469 0.2166 0.0001
H 4.6583 -1.0042 1.7130 0.0002
H 2.4092 -0.1531 2.0716 0.0005
```